No. 1
Formula: C18H21N3O7Ta
Source: OMol25
Level of theory: wB97M-V/def2-TZVPD

Cartesian coordinates (Å):
Ta -11.5073 10.7355 2.4058
O -9.6780 10.1414 3.6962
C -9.1976 10.7216 4.9878
C -8.6385 12.1618 4.7731
N -9.6874 12.9180 4.0405
C -10.9114 13.2195 4.8677
C -11.9299 12.4942 4.0723
O -12.3354 12.8791 2.9936
O -11.9351 11.2077 4.3466
C -9.4647 13.7190 2.8760
C -9.5790 13.0237 1.4842
O -9.0240 13.5119 0.5279
O -10.2114 11.8347 1.4823
H -8.9438 9.7255 3.2448
H -8.4057 10.0767 5.3391
H -10.0320 10.7545 5.6420
H -7.6825 12.1121 4.1996
H -8.3791 12.6118 5.7127
H -10.9692 14.3149 4.9111
H -10.7857 12.8356 5.8615
H -8.4654 14.1682 2.8465
H -10.1717 14.6078 2.8509
C -10.3558 6.9955 0.6622
C -11.0591 7.7235 1.7859
O -10.8926 9.0821 1.6459
C -11.8930 7.2911 2.7131
C -12.6144 8.3183 3.4758
C -12.5521 8.5471 4.9751
N -13.2786 9.1998 2.8179
N -13.9873 9.0262 1.6529
C -13.8917 10.0652 0.8504
O -12.9078 10.9798 1.1295
C -14.7793 10.3409 -0.2766
C -14.5256 11.4553 -1.1289
C -15.3794 11.7652 -2.1518
C -16.4744 10.9395 -2.4100
C -16.7649 9.8866 -1.5613
C -15.9519 9.6330 -0.4569
H -9.3812 7.4011 0.6018
H -10.9395 7.2115 -0.2662
H -10.2905 5.9186 0.8137
H -11.9737 6.2066 2.9166
H -13.0844 7.7307 5.4806
H -13.0987 9.4333 5.2142
H -11.4818 8.6986 5.2270
H -13.5541 12.0613 -1.0094
H -15.2372 12.5989 -2.8722
H -17.1286 10.9863 -3.2583
H -17.6422 9.3250 -1.7165
H -16.2047 8.7896 0.1911

Cartesian forces (eV/Å) of the 6 atoms listed first:
Ta 0.467 -0.361 -0.744
O -0.111 0.607 1.421
C 1.158 0.694 -1.558
C -0.630 -0.764 -1.985
N -0.571 -0.615 1.298
C 1.797 1.720 -0.555

- HOMO level (eV) = -11.3
- charge = +1
- calculated total energy (eV) = -39356.718

No. 2
Formula: C20H24N4O2
Source: OMol25
Level of theory: wB97M-V/def2-TZVPD

Cartesian coordinates (Å):
C -2.6232 -0.7934 2.5986
C -3.2812 -1.0680 1.2779
C -4.5309 -1.6624 1.2138
C -5.1320 -1.9005 -0.0096
C -4.4787 -1.5594 -1.1777
C -3.2186 -0.9725 -1.1555
C -2.5118 -0.6446 -2.4289
C -2.6373 -0.7174 0.0878
N -1.3535 -0.1293 0.1797
C -0.9746 1.0328 -0.3883
O -1.7180 1.7871 -0.9742
C 0.5090 1.3994 -0.1407
N 1.3137 0.2133 0.0884
C 1.4660 -0.7953 -0.7913
O 0.8378 -0.9334 -1.8235
C 2.4952 -1.7901 -0.3452
C 2.7736 -2.9250 -1.1059
N 3.6895 -3.8013 -0.7310
C 4.3334 -3.5577 0.3999
C 4.0589 -2.4300 1.1661
N 3.1447 -1.5502 0.7942
C 0.5491 2.2818 1.1153
C 1.9269 2.8990 1.3466
C 2.3742 3.6855 0.1191
C 2.4004 2.7769 -1.1056
C 1.0210 2.1811 -1.3591
H -1.7423 -1.4242 2.7323
H -2.3083 0.2479 2.6591
H -3.3109 -0.9965 3.4153
H -5.0385 -1.9333 2.1283
H -6.1094 -2.3579 -0.0497
H -4.9456 -1.7581 -2.1313
H -1.4546 -0.8992 -2.3661
H -2.5747 0.4269 -2.6194
H -2.9615 -1.1766 -3.2634
H -0.6832 -0.6121 0.7609
H 1.9579 0.2128 0.8688
H 2.2435 -3.1159 -2.0279
H 5.0814 -4.2806 0.6935
H 4.5768 -2.2214 2.0923
H -0.1847 3.0788 0.9823
H 0.2495 1.6911 1.9858
H 1.8814 3.5556 2.2177
H 2.6621 2.1192 1.5625
H 3.3642 4.1120 0.2919
H 1.6783 4.5082 -0.0573
H 2.7139 3.3434 -1.9839
H 3.1276 1.9749 -0.9521
H 1.0444 1.5083 -2.2176
H 0.2991 2.9701 -1.5725

Cartesian forces (eV/Å) of the 6 atoms listed first:
C -0.063 0.004 -0.083
C 0.030 0.067 -0.041
C 0.019 -0.021 -0.026
C -0.056 -0.025 0.013
C 0.000 0.018 0.057
C 0.017 -0.011 0.072

- HOMO level (eV) = -8.6
- charge = 0
- energy above the lowest of the compared OMol25 structures with the same formula, charge and spin (kcal per mole) = 9.0
- calculated total energy (eV) = -31186.856

No. 3
Formula: C4H9N
Source: OMol25
Level of theory: wB97M-V/def2-TZVPD

Cartesian coordinates (Å):
C 2.2372 0.8697 0.5534
N 1.1772 0.4791 -0.0616
C -0.0119 0.2291 0.7853
C -1.0914 0.1893 -0.2879
C -1.2356 -1.1530 -0.9761
H 2.2056 1.2326 1.5925
H 3.1991 0.8720 0.0246
H -0.1864 1.0693 1.4658
H 0.0566 -0.7048 1.3513
H -2.0473 0.5410 0.1071
H -0.4965 0.9050 -1.0398
H -0.7403 -1.1494 -1.9519
H -2.2878 -1.4045 -1.1526
H -0.7784 -1.9754 -0.4101

Cartesian forces (eV/Å) of the 6 atoms listed first:
C -1.169 -0.157 -0.780
N 2.647 -0.815 2.112
C -0.193 0.734 -1.004
C 1.182 1.424 -0.956
C -0.061 -0.584 -0.451
H 0.169 -0.355 -0.098

- HOMO level (eV) = -9.8
- charge = 0
- energy above the lowest of the compared OMol25 structures with the same formula, charge and spin (kcal per mole) = 32.2
- calculated total energy (eV) = -5782.417

No. 4
Formula: C4H6N3
Source: OMol25
Level of theory: wB97M-V/def2-TZVPD

Cartesian coordinates (Å):
C -0.4216 -0.5125 -1.7766
C -0.6436 0.1649 -0.4140
C -0.5612 -1.4692 0.5316
N -0.1750 -2.0746 1.4245
N 0.4939 0.7348 0.0549
C 0.8771 1.5397 0.9056
N 1.3782 2.2073 1.7489
H 0.4910 -0.3517 -2.1761
H -1.0501 0.0358 -2.5494
H -0.7325 -1.6012 -1.8402
H -1.5559 0.5561 0.1444
H 0.4964 -2.4377 2.0556
H 1.4034 3.2083 1.8907

Cartesian forces (eV/Å) of the 6 atoms listed first:
C -5.433 0.180 -0.943
C 0.713 -1.618 1.581
C -0.553 1.042 0.740
N 0.229 0.041 -0.507
N 0.799 0.454 -0.509
C -0.661 -0.031 0.157

- HOMO level (eV) = -14.8
- charge = +1
- energy above the lowest of the compared OMol25 structures with the same formula, charge and spin (kcal per mole) = 86.1
- calculated total energy (eV) = -8704.769